# C36H96N8O10

A cluster of 8 separate species, C36H96N8O10 in total in a non-equilibrium geometry (ωB97M-V with the def2-TZVPD basis set, OMol25).

Last column: Mulliken charge in e.
Element x y z (Å)
C -9.869 -18.804 -3.081  -0.7655
O -11.128 -18.936 -3.706  -0.1792
C -11.997 -17.878 -3.392  -0.7566
C -13.209 -17.979 -4.327  1.0280
C -14.145 -16.801 -4.181  -1.3726
N -13.927 -19.242 -4.289  -0.6566
H -9.337 -17.933 -3.495  0.2235
H -9.253 -19.666 -3.321  0.2524
H -9.969 -18.590 -2.012  0.3338
H -12.385 -18.006 -2.367  0.4374
H -11.550 -16.886 -3.517  0.3294
H -12.739 -17.971 -5.322  -0.2655
H -13.630 -15.849 -4.348  0.2631
H -14.557 -16.748 -3.167  0.3956
H -14.978 -16.813 -4.880  0.2676
H -14.176 -19.549 -3.355  0.2708
H -13.395 -19.994 -4.704  0.2251
C -11.714 -11.583 -5.949  -0.7995
O -11.419 -12.534 -6.940  -0.3834
C -12.527 -13.062 -7.652  -0.9559
C -13.277 -14.122 -6.859  1.2017
C -13.942 -15.187 -7.726  -1.5166
N -14.306 -13.622 -5.937  -0.4962
H -12.777 -11.317 -5.932  0.3718
H -11.167 -10.661 -6.155  0.2556
H -11.469 -11.971 -4.958  0.2568
H -13.177 -12.267 -8.028  0.3874
H -12.052 -13.588 -8.486  0.3885
H -12.540 -14.653 -6.246  -0.2152
H -14.703 -14.722 -8.355  0.4324
H -14.336 -15.986 -7.104  0.2596
H -13.191 -15.655 -8.370  0.3926
H -13.997 -12.816 -5.412  0.1857
H -15.197 -13.431 -6.371  0.2518
C -3.850 -17.693 -11.066  -0.8978
O -3.939 -16.829 -9.956  -0.0372
C -5.253 -16.346 -9.760  -0.9288
C -5.280 -15.281 -8.677  0.7268
C -4.721 -13.951 -9.190  -1.6527
N -4.584 -15.687 -7.440  -0.5926
H -4.315 -17.237 -11.952  0.3351
H -4.324 -18.659 -10.871  0.2792
H -2.791 -17.759 -11.319  0.1759
H -5.648 -15.911 -10.695  0.5082
H -5.911 -17.212 -9.569  0.3586
H -6.316 -15.111 -8.367  0.3371
H -4.429 -13.357 -8.327  0.4287
H -5.431 -13.441 -9.841  0.4459
H -3.823 -14.119 -9.796  0.1594
H -5.017 -16.573 -7.175  -0.0287
H -3.624 -15.916 -7.698  0.1736
C -1.339 -15.287 -6.026  -0.8907
O -1.468 -15.835 -7.311  0.0428
C -0.686 -15.171 -8.278  -1.2904
C -0.814 -15.936 -9.580  2.2881
C -0.166 -17.311 -9.484  -1.5371
N -0.246 -15.146 -10.684  -0.7748
H -1.706 -15.998 -5.294  0.2184
H -1.902 -14.342 -5.968  0.2879
H -0.306 -14.990 -5.798  0.3332
H -1.049 -14.140 -8.404  0.4144
H 0.357 -15.159 -7.930  0.4647
H -1.889 -16.138 -9.704  -0.9447
H 0.925 -17.275 -9.393  0.4285
H -0.449 -17.938 -10.330  0.3880
H -0.491 -17.788 -8.556  0.1541
H -0.260 -15.701 -11.533  0.2943
H -0.878 -14.371 -10.858  0.2943
C 0.311 -21.827 -4.801  -0.6363
O -0.810 -22.480 -4.267  -0.3405
C -1.822 -21.581 -3.859  -0.3044
C -2.703 -22.325 -2.858  0.5846
C -4.018 -21.599 -2.618  -1.4722
N -2.031 -22.408 -1.530  -0.7597
H 0.071 -21.223 -5.687  0.1292
H 1.038 -22.562 -5.145  0.2729
H 0.786 -21.185 -4.049  0.3513
H -1.390 -20.689 -3.385  0.4018
H -2.410 -21.234 -4.721  -0.1398
H -2.891 -23.337 -3.213  0.2803
H -4.639 -21.509 -3.516  0.2115
H -3.913 -20.591 -2.209  0.4437
H -4.615 -22.161 -1.897  0.3347
H -1.628 -21.498 -1.324  0.3112
H -1.217 -23.001 -1.674  0.3318
C -5.059 -25.433 -3.260  -0.5531
O -4.673 -25.605 -4.595  -0.3672
C -5.093 -24.493 -5.381  -0.3021
C -4.558 -24.646 -6.779  0.5432
C -4.951 -23.419 -7.591  -0.8167
N -5.085 -25.860 -7.386  -0.7709
H -6.157 -25.508 -3.226  0.3559
H -4.815 -24.434 -2.875  0.0776
H -4.595 -26.150 -2.588  0.2463
H -6.196 -24.524 -5.365  0.4308
H -4.781 -23.563 -4.893  -0.1156
H -3.464 -24.678 -6.688  0.2843
H -5.980 -23.101 -7.440  0.3025
H -4.694 -23.516 -8.647  0.3356
H -4.272 -22.614 -7.279  -0.2042
H -4.445 -26.208 -8.089  0.2381
H -5.165 -26.597 -6.693  0.2886
C -16.480 -25.673 -8.160  -0.7448
O -15.318 -24.902 -8.422  -0.3090
C -15.564 -23.859 -9.330  -0.5172
C -14.262 -23.337 -9.870  -0.7224
N -13.565 -22.446 -8.956  -0.2969
C -12.387 -21.866 -9.554  -0.8008
C -11.594 -21.036 -8.558  -0.3426
O -10.818 -21.895 -7.752  -0.3881
C -10.382 -21.279 -6.558  -0.5223
H -17.391 -25.070 -8.135  0.3223
H -16.314 -26.191 -7.220  0.2418
H -16.601 -26.416 -8.960  0.2750
H -16.138 -23.052 -8.856  0.3174
H -16.150 -24.201 -10.198  0.3855
H -14.388 -22.847 -10.837  0.4604
H -13.634 -24.216 -10.108  0.3183
H -13.310 -22.914 -8.095  0.2372
H -12.671 -21.205 -10.376  0.3794
H -11.675 -22.620 -9.931  0.3268
H -12.247 -20.378 -7.971  0.2996
H -10.934 -20.368 -9.136  0.3252
H -11.235 -20.933 -5.966  0.0343
H -9.611 -20.516 -6.685  0.2512
H -9.953 -22.080 -5.951  0.4436
C -2.419 -20.106 -7.976  -0.6117
O -2.939 -19.475 -6.838  -0.2130
C -4.322 -19.329 -6.966  0.3104
C -4.988 -18.804 -5.721  -1.0246
N -6.148 -17.998 -6.062  0.2439
C -7.281 -18.797 -6.517  -0.7717
C -8.382 -17.841 -6.932  -0.2536
O -8.867 -17.122 -5.844  -0.3409
C -9.985 -16.326 -6.181  -0.9412
H -1.336 -20.179 -7.974  0.3173
H -2.755 -19.552 -8.864  0.1320
H -2.820 -21.127 -8.061  0.1800
H -4.717 -20.291 -7.336  0.2690
H -4.577 -18.628 -7.781  -0.0642
H -4.231 -18.149 -5.275  0.4154
H -5.213 -19.605 -5.002  0.3057
H -6.464 -17.428 -5.289  0.1190
H -7.744 -19.330 -5.657  0.1517
H -7.085 -19.591 -7.234  0.5450
H -9.232 -18.393 -7.371  0.1254
H -7.964 -17.284 -7.789  0.1528
H -10.829 -16.929 -6.525  0.3265
H -9.712 -15.510 -6.856  0.3823
H -10.264 -15.843 -5.241  0.2880

The calculated total energy comes out at -71278.671 eV. Its SMILES is COC[C@H](C)N.COC[C@H](C)N.COC[C@H](C)N.COC[C@H](C)N.COC[C@H](C)N.COC[C@H](C)N.COCCNCCOC.COCCNCCOC. The calculation puts the HOMO energy at -8.6 eV. The largest force on an atom is 0.04820 hartree/bohr. The LUMO energy comes out at 0.534 eV. Its charge is 0.